# C48H35AuN3O3P2

A structure of composition C48H35AuN3O3P2 (ωB97M-V with the def2-TZVPD basis set, the OMol25 dataset).

M (Da): 960.74
Kohn-Sham gap (alpha / beta) (eV): 4.925 / 4.927
ΔE to the lowest compared entry with this formula, charge and spin (eV): 1.8221
Charge: +3

XYZ file:
```
92
Properties=species:S:1:pos:R:3:forces:R:3
Au -0.64136 -0.13131 -0.37919 0.25 -0.33 -0.40
O -1.18860 -4.60899 -6.09363 0.49 -0.59 -0.27
N -2.04841 -3.77288 -6.18156 -0.22 0.75 0.67
O -2.88899 -3.66442 -7.02368 -0.40 -0.21 -0.70
C -2.06152 -2.72500 -5.13087 -0.28 0.86 -0.05
C -2.61179 -1.52720 -5.45665 0.19 -0.65 -0.05
C -2.59689 -0.44518 -4.53400 0.33 0.02 0.65
C -3.20107 0.78921 -4.82611 0.12 0.10 0.32
C -3.10898 1.79792 -3.89802 0.05 -0.26 -0.17
C -2.40623 1.56559 -2.71209 -0.19 0.49 -0.04
N -1.85160 0.41326 -2.40541 0.46 0.03 1.19
C -1.94967 -0.59965 -3.28417 -0.22 -0.37 -0.74
C -1.41324 -1.87756 -2.92829 -0.31 -0.40 -0.99
N -0.87988 -2.02598 -1.70657 0.33 1.06 1.15
C -0.45888 -3.20611 -1.32017 0.27 -0.56 0.21
C -0.52377 -4.33901 -2.12732 -0.17 0.26 -0.21
C -1.03591 -4.22202 -3.39718 0.15 -0.29 0.31
C -1.49247 -2.96754 -3.83906 0.14 0.41 0.39
H -3.05492 -1.37758 -6.43317 0.00 -0.11 0.01
H -3.72825 0.92239 -5.75969 -0.02 0.04 -0.08
H -3.56054 2.75999 -4.07107 -0.02 0.14 0.02
H -2.29661 2.35853 -1.99018 -0.07 0.07 0.00
H -0.06180 -3.27139 -0.31883 -0.07 -0.16 -0.15
H -0.17927 -5.28424 -1.74467 0.04 -0.14 0.04
H -1.08867 -5.08469 -4.04784 -0.01 0.12 0.11
O 0.46235 0.71485 2.95847 -0.73 -0.14 0.15
C 1.54848 0.09495 3.46794 1.36 -0.83 0.20
C 2.26224 0.41843 4.62195 -0.56 0.24 -0.35
C 3.35854 -0.34466 4.97434 0.05 -0.34 -0.31
C 3.77870 -1.39966 4.16879 -0.10 0.06 -0.02
C 3.12799 -1.67208 2.97393 0.40 -0.01 0.02
C 2.00046 -0.94276 2.63104 -1.00 1.68 0.07
P 0.98462 -1.33416 1.16252 0.61 -1.08 0.50
C 2.31559 -1.81319 0.03578 -0.59 0.45 -0.20
C 3.04967 -0.71173 -0.42159 -0.16 -0.02 -0.04
C 4.12536 -0.90494 -1.26251 0.11 -0.03 -0.05
C 4.50241 -2.19525 -1.61587 -0.08 0.05 0.06
C 3.78113 -3.28656 -1.15165 0.03 -0.05 -0.02
C 2.67044 -3.10230 -0.34411 -0.08 -0.09 -0.02
C 0.03970 -2.72772 1.84767 -0.54 0.48 -0.40
C 0.69910 -3.85583 2.33835 0.13 0.12 -0.14
C -0.04158 -4.90968 2.83986 -0.05 0.00 0.05
C -1.42640 -4.82987 2.89109 -0.06 0.14 -0.04
C -2.07964 -3.69035 2.43857 -0.09 -0.08 0.08
C -1.35122 -2.63896 1.91451 0.26 -0.01 -0.15
C -0.04970 1.88625 3.42630 -0.26 1.07 -0.08
C -0.22286 2.26395 4.75480 0.06 -0.48 -0.25
C -0.65076 3.54885 5.03904 -0.09 0.05 -0.28
C -0.91325 4.44989 4.01422 0.02 -0.05 -0.21
C -0.83904 4.04411 2.68964 -0.33 0.19 0.07
C -0.43768 2.74969 2.39144 0.51 -1.50 0.35
P -0.43066 2.11160 0.67422 0.23 1.30 -0.20
C 1.07045 2.73476 -0.10984 -0.21 -0.56 -0.06
C 2.11766 3.28715 0.62726 -0.24 -0.04 0.15
C 3.27218 3.68413 -0.02446 0.12 0.00 -0.10
C 3.39374 3.52005 -1.39831 -0.12 -0.01 0.09
C 2.35590 2.95306 -2.13004 0.02 -0.04 -0.11
C 1.20296 2.54578 -1.48992 -0.06 0.02 0.16
C -1.88794 3.04344 0.13337 0.09 -0.67 -0.23
C -3.11176 2.50447 0.54058 0.15 0.05 -0.09
C -4.28044 3.19691 0.29282 -0.04 -0.05 -0.04
C -4.22815 4.42545 -0.35528 0.07 -0.01 0.00
C -3.00885 4.97060 -0.73761 0.03 0.07 0.01
C -1.82895 4.28053 -0.50821 0.18 -0.24 0.03
H 1.98918 1.26713 5.22497 -0.04 0.01 0.08
H 3.89472 -0.11061 5.88133 0.06 0.03 0.04
H 4.62960 -1.99154 4.46612 0.08 -0.08 -0.04
H 3.50637 -2.44529 2.32221 0.06 -0.04 -0.05
H 2.76054 0.28842 -0.11471 0.10 0.10 -0.03
H 4.67988 -0.06205 -1.64348 0.07 0.11 0.03
H 5.36407 -2.34646 -2.24813 0.05 -0.04 -0.07
H 4.08796 -4.28538 -1.42229 0.00 -0.09 -0.01
H 2.11196 -3.95866 0.00413 -0.03 -0.08 0.02
H 1.77764 -3.90955 2.33717 0.03 -0.07 0.00
H 0.46413 -5.79033 3.20417 0.05 -0.07 0.05
H -1.99787 -5.64801 3.30127 -0.05 -0.09 0.01
H -3.15480 -3.62331 2.49634 -0.10 -0.01 0.02
H -1.84804 -1.74863 1.54315 -0.12 -0.03 0.06
H -0.07046 1.55486 5.55128 0.11 -0.06 0.09
H -0.79049 3.84943 6.06500 0.01 0.01 0.12
H -1.21974 5.45820 4.24260 0.02 0.11 0.02
H -1.08893 4.73134 1.89522 -0.10 0.07 0.07
H 2.02149 3.41829 1.69631 0.02 0.03 0.05
H 4.08222 4.12127 0.53838 0.06 0.06 0.06
H 4.29500 3.83540 -1.90168 0.08 0.03 -0.03
H 2.45299 2.82207 -3.19638 0.02 0.01 -0.12
H 0.39458 2.08344 -2.04416 0.01 0.02 -0.16
H -3.12974 1.55037 1.05384 -0.13 -0.05 0.07
H -5.22774 2.78593 0.60386 -0.11 -0.03 0.03
H -5.14142 4.96384 -0.55704 -0.08 0.07 0.02
H -2.97211 5.94676 -1.19714 -0.02 0.05 -0.09
H -0.87245 4.69772 -0.79204 0.03 0.07 -0.09
```
Positions in Å, forces in eV/Å.